Record 1
The following is a quantum chemistry calculation of C11H20IrN2S3Sb as an isolated structure, from the Open Molecules 2025 dataset.

The energy relative to the best compared isomer or geometry (same formula, charge and spin) is 119.88 kJ/mol. The calculation puts the HOMO-LUMO gap (alpha / beta) at 6.5 / 6.3 eV.

Structure (ORCA input):
```
! RIJCOSX wB97M-V def2-TZVPD def2/J DEFGRID3
* xyz 2 5
Ir -1.504 -0.284 -0.409
C -0.240 -0.564 3.335
C -0.849 -1.320 2.195
C -2.144 -0.976 1.715
C -2.783 -1.766 0.725
C -2.082 -2.847 0.148
C -0.785 -3.126 0.560
C -0.186 -2.376 1.582
H 0.231 0.349 2.963
H 0.525 -1.157 3.832
H -0.994 -0.284 4.070
H -2.724 -0.235 2.251
H -3.841 -1.637 0.531
H -2.577 -3.478 -0.580
H -0.251 -3.957 0.118
H 0.801 -2.651 1.932
S -0.618 -0.640 -6.153
Sb -2.347 0.641 -6.036
S -2.184 1.115 -3.391
S -2.241 -0.715 -2.655
C 1.525 -0.027 -1.012
C 1.719 1.316 -0.316
C 1.806 2.434 -1.360
C 2.982 1.280 0.535
N 0.621 1.541 0.660
N -0.672 1.680 0.032
H 2.310 -0.188 -1.752
H 0.593 -0.063 -1.604
H 1.558 -0.857 -0.304
H 2.690 2.299 -1.983
H 1.886 3.411 -0.880
H 0.949 2.446 -2.044
H 3.843 1.025 -0.083
H 2.893 0.536 1.328
H 3.180 2.253 0.989
H 0.809 2.391 1.187
H -0.607 2.264 -0.806
H -1.288 2.169 0.678
*
```

Atomic partial charges in e from the Löwdin method, atoms 1 to 6: atom 1 (Ir): 1.02, atom 2 (C): -0.01, atom 3 (C): -0.27, atom 4 (C): -0.15, atom 5 (C): -0.22, atom 6 (C): -0.11

=====

Record 2
The following is a quantum chemistry calculation of C45H43IrN7O2PS7 as an isolated structure at a distorted geometry, from the Open Molecules 2025 dataset.

The energy relative to the best compared isomer or geometry (same formula, charge and spin) is 0.00 kJ/mol. The calculation puts the HOMO-LUMO gap (alpha / beta) at 5.7 / 2.3 eV.

Structure (ORCA input):
```
! RIJCOSX wB97M-V def2-TZVPD def2/J DEFGRID3
* xyz 3 6
Ir -0.553 -0.908 0.567
N -2.052 -2.166 -0.169
C -3.146 -2.525 0.725
C -4.311 -3.035 0.163
C -5.286 -3.519 1.046
C -5.134 -3.472 2.431
C -3.923 -2.962 2.959
C -2.925 -2.478 2.090
P -1.338 -1.797 2.547
C -1.865 -0.713 3.866
C -3.159 -0.158 3.900
C -3.527 0.597 5.029
C -2.563 0.887 6.006
C -1.301 0.315 5.970
C -0.949 -0.504 4.898
C -0.555 -3.231 3.301
C 0.482 -3.988 2.741
C 1.013 -5.084 3.418
C 0.509 -5.422 4.685
C -0.534 -4.702 5.224
C -1.071 -3.609 4.538
H -2.426 -1.913 -1.102
H -1.444 -2.981 -0.370
H -4.426 -3.110 -0.892
H -6.182 -3.932 0.620
H -5.937 -3.807 3.058
H -3.772 -2.887 4.029
H -3.859 -0.268 3.077
H -4.519 1.023 5.127
H -2.807 1.576 6.787
H -0.618 0.522 6.774
H 0.037 -0.997 4.877
H 0.864 -3.752 1.754
H 1.815 -5.644 2.974
H 0.915 -6.230 5.272
H -0.968 -4.985 6.159
H -1.892 -3.083 4.989
C 2.167 7.025 -10.470
O 0.941 6.931 -9.700
C 0.941 6.087 -8.633
C -0.276 5.856 -7.960
C -0.375 5.020 -6.850
C 0.759 4.344 -6.365
C 1.968 4.510 -7.034
C 2.056 5.392 -8.131
C 0.595 3.480 -5.180
N -0.559 3.309 -4.530
C -0.312 2.420 -3.512
C 1.048 2.006 -3.513
N 1.614 2.734 -4.603
C 1.625 1.046 -2.594
C 2.979 0.616 -2.516
C 3.266 -0.244 -1.463
C 2.313 -0.716 -0.554
N 0.996 -0.360 -0.657
C 0.674 0.499 -1.678
C -0.698 0.955 -1.649
N -1.424 0.415 -0.623
C -2.711 0.806 -0.409
C -3.322 1.634 -1.351
C -2.642 2.217 -2.424
C -1.256 1.915 -2.532
H 1.926 7.658 -11.335
H 2.512 6.017 -10.832
H 2.963 7.507 -9.856
H -1.168 6.346 -8.295
H -1.312 4.846 -6.347
H 2.865 3.971 -6.689
H 3.012 5.497 -8.627
H 2.582 2.708 -4.983
H 3.738 0.921 -3.216
H 4.279 -0.597 -1.329
H 2.619 -1.343 0.281
H -3.283 0.453 0.446
H -4.367 1.831 -1.258
H -3.090 2.942 -3.101
C 0.168 -5.633 -1.488
S 1.182 -4.128 -1.474
C 2.696 -4.566 -0.626
O 0.407 -3.298 -0.440
H 0.766 -6.538 -1.687
H -0.608 -5.515 -2.248
H -0.316 -5.729 -0.478
H 3.238 -5.313 -1.228
H 2.474 -4.964 0.399
H 3.291 -3.634 -0.568
N 0.122 3.674 3.701
C -0.660 2.846 2.970
N -2.001 2.863 3.155
S 0.070 1.851 1.747
H -0.278 4.146 4.514
H 1.126 3.563 3.642
H -2.416 3.499 3.837
H -2.536 2.096 2.770
C 3.694 2.045 3.239
S 3.723 1.260 4.821
C 3.929 -0.391 4.410
C 3.092 -1.091 3.461
S 1.682 -0.455 2.824
S 3.658 -2.725 3.104
C 4.999 -2.821 4.239
S 5.964 -4.116 4.460
S 5.200 -1.308 5.131
H 4.038 3.075 3.444
H 2.675 2.069 2.857
H 4.385 1.528 2.521
*
```

Atomic partial charges in e from the Löwdin method, atoms 1 to 6: atom 1 (Ir): 1.13, atom 2 (N): -0.10, atom 3 (C): -0.31, atom 4 (C): 0.00, atom 5 (C): -0.04, atom 6 (C): -0.02

=====

Record 3
The following is a quantum chemistry calculation of C21H56O7 as an isolated structure at a distorted geometry, from the Open Molecules 2025 dataset.

The energy relative to the best compared isomer or geometry (same formula, charge and spin) is 1312.13 kJ/mol. The calculation puts the HOMO-LUMO gap at 8.8 eV.

Structure (ORCA input):
```
! RIJCOSX wB97M-V def2-TZVPD def2/J DEFGRID3
* xyz 0 1
C 4.026 0.404 -0.640
C 3.300 0.475 0.781
C 2.855 -0.825 1.340
O 4.207 0.882 1.808
H 4.500 1.377 -0.766
H 3.321 0.175 -1.440
H 4.753 -0.408 -0.595
H 2.476 1.189 0.791
H 3.663 -1.531 1.532
H 2.130 -1.279 0.665
H 2.327 -0.507 2.239
H 4.935 0.260 1.881
C -0.883 -0.706 -4.377
C -1.021 0.759 -4.068
C 0.219 1.300 -3.364
O -1.121 1.493 -5.301
H 0.024 -0.883 -4.955
H -1.779 -1.228 -4.711
H -0.777 -1.260 -3.445
H -1.887 0.872 -3.416
H 1.035 1.578 -4.031
H 0.597 0.530 -2.691
H -0.037 2.201 -2.806
H -0.783 2.356 -5.051
C 2.645 -2.000 -2.339
C 1.168 -1.764 -2.394
C 0.460 -2.870 -3.121
O 0.638 -1.633 -1.117
H 2.889 -2.914 -1.796
H 3.276 -1.250 -1.861
H 3.109 -2.313 -3.274
H 1.006 -0.838 -2.946
H 0.812 -3.093 -4.128
H -0.572 -2.527 -3.201
H 0.528 -3.790 -2.542
H 0.996 -0.813 -0.769
C -2.481 0.258 3.787
C -3.253 1.230 4.661
C -3.296 2.638 3.993
O -4.516 0.588 4.548
H -2.766 0.229 2.735
H -2.470 -0.765 4.165
H -1.438 0.573 3.754
H -2.942 1.133 5.701
H -3.975 3.243 4.594
H -3.737 2.520 3.004
H -2.359 3.189 3.909
H -4.453 -0.225 4.042
C -0.614 0.008 1.764
C -0.304 -0.384 0.311
C -1.362 0.149 -0.611
O 0.948 0.257 -0.035
H 0.307 0.069 2.343
H -1.331 -0.638 2.270
H -1.117 0.975 1.774
H -0.183 -1.468 0.291
H -1.735 1.145 -0.371
H -2.282 -0.432 -0.666
H -1.049 0.226 -1.652
H 0.911 1.075 0.465
C -1.617 -4.102 -0.948
C -1.007 -3.066 -0.032
C -1.546 -3.211 1.360
O 0.391 -3.050 0.074
H -1.124 -4.096 -1.920
H -2.695 -3.970 -1.039
H -1.451 -5.084 -0.506
H -1.301 -2.075 -0.376
H -1.179 -4.060 1.938
H -2.625 -3.371 1.359
H -1.388 -2.344 2.001
H 0.810 -2.420 -0.517
C 1.650 4.372 1.278
C 0.544 3.363 1.524
C -0.748 3.771 0.806
O 0.925 2.113 0.952
H 2.581 3.871 1.543
H 1.490 5.338 1.757
H 1.818 4.497 0.208
H 0.295 3.241 2.578
H -1.095 4.736 1.178
H -1.484 3.002 1.040
H -0.535 3.705 -0.261
H 1.756 1.827 1.338
*
```

Atomic partial charges in e from the Löwdin method, atoms 1 to 6: atom 1 (C): 0.00, atom 2 (C): -0.43, atom 3 (C): -0.03, atom 4 (O): -0.06, atom 5 (H): 0.08, atom 6 (H): 0.04

=====

Record 4
The following is a quantum chemistry calculation of a 9-piece molecular cluster, C42H80N9O5P2 overall at a distorted geometry, from the Open Molecules 2025 dataset.

The calculation puts the HOMO-LUMO gap at 9.4 eV.

Structure (ORCA input):
```
! RIJCOSX wB97M-V def2-TZVPD def2/J DEFGRID3
* xyz 1 1
C 5.626 1.509 -3.313
C 4.588 0.506 -2.638
C 4.676 0.675 -1.061
C 3.106 0.616 -3.221
C 3.180 0.094 -4.730
C 2.570 2.092 -3.090
O 1.122 2.184 -3.183
C 0.643 3.462 -2.837
C -0.316 4.081 -3.968
O -0.549 5.475 -3.760
C -0.973 5.751 -2.396
C -1.232 4.435 -1.546
N 0.002 3.548 -1.474
P -0.289 1.990 -0.638
P -1.459 0.597 -1.836
O -2.442 -0.238 -1.033
O -0.345 -0.480 -2.545
O -2.304 1.295 -3.109
H 5.167 2.455 -3.719
H 6.351 1.820 -2.494
H 6.191 0.993 -4.139
H 4.947 -0.552 -2.901
H 5.649 0.188 -0.733
H 4.682 1.781 -0.816
H 3.831 0.116 -0.555
H 2.453 -0.121 -2.660
H 2.174 -0.004 -5.223
H 3.685 -0.921 -4.675
H 3.868 0.753 -5.332
H 3.012 2.727 -3.924
H 2.860 2.511 -2.069
H 1.549 4.154 -2.826
H -1.265 3.489 -4.106
H 0.274 3.986 -4.930
H -1.928 6.359 -2.461
H -0.183 6.429 -1.949
H -2.147 3.862 -1.861
H -1.418 4.779 -0.481
H 0.662 4.076 -0.873
H 1.014 1.381 -0.494
H -0.404 -1.346 -2.101
H -1.951 0.880 -3.926
C 9.413 -1.063 -1.403
C 8.517 -2.166 -0.858
C 8.023 -3.123 -1.946
C 7.224 -2.372 -2.960
N 6.607 -1.784 -3.749
H 8.881 -0.423 -2.112
H 9.755 -0.435 -0.586
H 10.288 -1.482 -1.907
H 7.663 -1.710 -0.350
H 9.071 -2.735 -0.107
H 7.397 -3.902 -1.507
H 8.867 -3.607 -2.444
C -6.743 2.064 1.643
C -7.047 1.620 0.216
C -5.792 1.219 -0.564
C -4.858 2.380 -0.660
N -4.139 3.299 -0.731
H -6.110 2.955 1.661
H -7.664 2.311 2.168
H -6.237 1.272 2.200
H -7.564 2.431 -0.305
H -7.733 0.769 0.246
H -6.061 0.898 -1.573
H -5.279 0.391 -0.071
C 12.072 1.265 3.746
C 12.307 1.398 2.245
C 11.006 1.470 1.442
C 10.208 0.223 1.649
N 9.589 -0.747 1.834
H 11.546 0.340 3.991
H 13.025 1.248 4.279
H 11.485 2.106 4.127
H 12.906 0.550 1.903
H 12.892 2.302 2.055
H 11.225 1.577 0.377
H 10.409 2.330 1.753
C 6.220 2.021 -7.943
C 7.223 3.155 -8.126
C 8.649 2.762 -7.729
C 8.690 2.384 -6.282
N 8.729 2.094 -5.158
H 6.140 1.717 -6.895
H 5.225 2.339 -8.265
H 6.508 1.149 -8.534
H 6.901 4.017 -7.534
H 7.217 3.465 -9.174
H 9.330 3.600 -7.893
H 8.997 1.919 -8.331
C -11.012 -0.147 2.986
C -9.835 -1.080 2.728
C -8.849 -1.131 3.897
C -8.280 0.228 4.148
N -7.840 1.285 4.343
H -10.685 0.888 3.116
H -11.702 -0.164 2.140
H -11.561 -0.450 3.880
H -9.316 -0.755 1.820
H -10.214 -2.087 2.538
H -8.033 -1.821 3.672
H -9.349 -1.481 4.804
C -10.928 -0.641 8.590
C -11.194 -2.117 8.868
C -10.767 -3.028 7.715
C -11.525 -2.676 6.476
N -12.114 -2.399 5.514
H -11.500 -0.284 7.730
H -11.221 -0.034 9.449
H -9.867 -0.464 8.394
H -12.261 -2.253 9.072
H -10.655 -2.411 9.772
H -10.964 -4.072 7.967
H -9.697 -2.923 7.520
C 6.078 -3.048 -6.631
C 5.959 -3.686 -8.008
C 7.257 -3.589 -8.813
C 7.620 -2.153 -9.019
N 7.903 -1.038 -9.177
H 6.285 -1.978 -6.704
H 5.145 -3.159 -6.075
H 6.877 -3.513 -6.049
H 5.145 -3.203 -8.556
H 5.688 -4.739 -7.894
H 7.133 -4.067 -9.787
H 8.073 -4.092 -8.290
C -12.803 -5.043 13.660
C -13.189 -4.719 12.221
C -12.307 -5.431 11.192
C -10.882 -5.014 11.365
N -9.775 -4.687 11.498
H -11.788 -4.709 13.889
H -13.475 -4.538 14.356
H -12.862 -6.118 13.849
H -13.130 -3.636 12.073
H -14.230 -5.009 12.058
H -12.630 -5.178 10.180
H -12.377 -6.515 11.310
*
```

Atomic partial charges in e from the Löwdin method, atoms 1 to 6: atom 1 (C): -0.08, atom 2 (C): -0.39, atom 3 (C): -0.09, atom 4 (C): -0.30, atom 5 (C): -0.05, atom 6 (C): -0.15

=====

no.,energy (eV)
1,-56575.8897
2,-149837.4760
3,-37004.7474
4,-87069.5036